(1)
Density functional theory data (the ωB97M-V functional and the def2-TZVPD basis) for 4 unconnected molecules or ions with the total composition C24H56BFO in a non-equilibrium geometry.

```
83
C24H56BFO the ωB97M-V functional and the def2-TZVPD basis
C 0.12568 2.44622 1.93541
C 0.54773 3.19852 0.54254
O 1.54810 4.26227 0.67266
C 1.24729 5.21534 1.74650
B -0.18295 6.03166 1.57108
C -1.34182 5.70485 2.73841
C -2.87842 5.91213 2.20609
C -3.29211 4.98601 0.91548
F -3.17947 7.37684 1.99712
H -1.00557 2.75499 2.15255
H 0.07522 1.27939 1.69566
H 0.83508 2.64704 2.84496
H -0.43248 3.51784 -0.05365
H 1.04790 2.35886 -0.14390
H 1.36943 4.76464 2.84492
H 2.09401 6.05560 1.68472
H -0.36301 6.81415 0.70470
H -1.12286 4.66692 3.23354
H -1.15729 6.52469 3.58108
H -3.59083 5.58260 3.10462
H -2.41849 4.33606 0.47656
H -4.16657 4.24188 1.22897
H -3.76428 5.72878 0.10938
C 5.45377 -0.73843 -3.80637
C 4.28719 -1.69068 -3.59711
C 2.93481 -0.97792 -3.52146
C 2.78014 0.00593 -2.35550
C 2.99224 -0.59643 -0.96356
C 1.97938 -1.67919 -0.62188
H 5.55628 -0.03345 -2.97938
H 6.39072 -1.30029 -3.88210
H 5.32779 -0.16757 -4.73397
H 4.45825 -2.28725 -2.69404
H 4.26093 -2.40128 -4.43236
H 2.14181 -1.73312 -3.47146
H 2.76847 -0.43132 -4.45898
H 1.77608 0.44458 -2.40427
H 3.47887 0.84070 -2.48614
H 2.90925 0.20578 -0.22092
H 4.00682 -0.99823 -0.86838
H 0.95930 -1.28428 -0.66151
H 2.15795 -2.05569 0.39075
H 2.04851 -2.52895 -1.30621
C 3.03820 -5.97102 -2.50525
C 3.70292 -6.23920 -1.16447
C 5.01516 -5.47334 -0.97959
C 6.12218 -5.82449 -1.98086
C 6.52375 -7.30195 -2.01496
C 7.10026 -7.79364 -0.69553
H 3.66560 -6.28763 -3.34044
H 2.09237 -6.51874 -2.57389
H 2.81814 -4.90338 -2.62321
H 3.86635 -7.31610 -1.04509
H 3.01138 -5.94463 -0.36554
H 5.37818 -5.63939 0.04135
H 4.81160 -4.39698 -1.05319
H 7.00663 -5.22064 -1.74410
H 5.81341 -5.52206 -2.98849
H 7.27843 -7.43943 -2.79822
H 5.66997 -7.92659 -2.29915
H 7.98660 -7.21436 -0.41820
H 7.39562 -8.84452 -0.78207
H 6.37180 -7.72203 0.11651
C -10.09015 2.19811 1.83161
C -9.04687 1.81320 2.86838
C -7.93181 2.85150 3.01411
C -7.08696 3.08264 1.75548
C -6.39913 1.83423 1.19540
C -5.39592 1.22209 2.16177
H -9.65802 2.28486 0.83303
H -10.87737 1.43805 1.78810
H -10.55984 3.15468 2.08959
H -8.62793 0.83160 2.62011
H -9.54418 1.69655 3.83913
H -7.27997 2.55317 3.84344
H -8.37594 3.81010 3.31282
H -6.32417 3.83661 1.98487
H -7.71386 3.51967 0.96929
H -5.87241 2.11073 0.27450
H -7.14143 1.08118 0.90943
H -4.61510 1.94398 2.42113
H -4.91436 0.35199 1.70342
H -5.87601 0.88495 3.08429
```

Charge: 0
SMILES: CCOCBC[C@H](C)F.CCCCCC.CCCCCC.CCCCCC
Electronic energy (a.u.): -1147.835985
Gap between HOMO and LUMO (eV): 9.85
E_LUMO (eV): 0.1934

=====

(2)
Density functional theory data (the ωB97M-V functional and the def2-TZVPD basis) for 6 unconnected molecules or ions with the total composition C22H46N2O6 in a non-equilibrium geometry.

```
76
C22H46N2O6 the ωB97M-V functional and the def2-TZVPD basis
C -8.81282 -23.05321 -13.45848
O -7.70374 -23.50782 -13.60194
N -8.99755 -21.74904 -13.72537
C -10.22991 -21.14292 -13.24602
C -8.16792 -20.84204 -14.50405
H -9.65727 -23.61071 -13.02455
H -10.07654 -20.30859 -12.56158
H -10.93719 -21.84834 -12.80987
H -10.70407 -20.72783 -14.13539
H -7.16193 -21.25992 -14.46575
H -8.47466 -20.68741 -15.53851
H -8.05778 -19.92470 -13.92573
C -6.49481 -18.76173 -22.25775
O -6.61465 -17.52993 -22.18604
N -5.74194 -19.51756 -21.56675
C -5.64450 -20.92511 -21.90370
C -4.85653 -19.06896 -20.60828
H -6.92423 -19.38800 -23.05499
H -5.55986 -21.44560 -20.94975
H -4.74436 -21.25233 -22.42407
H -6.49609 -21.34498 -22.43905
H -4.97119 -19.69845 -19.72584
H -3.83797 -18.93972 -20.97425
H -5.22375 -18.10017 -20.26961
C -1.86624 -23.22636 -11.64078
C -2.97895 -22.66635 -12.46161
C -3.95688 -23.92275 -12.62068
O -3.23970 -24.99732 -12.05938
C -2.44311 -24.51333 -11.06981
H -1.48167 -22.49388 -10.93108
H -0.98705 -23.55642 -12.19414
H -2.49678 -22.10186 -13.25971
H -3.51752 -21.88907 -11.91950
H -4.05052 -24.13390 -13.68593
H -4.90459 -23.90786 -12.08243
H -1.71394 -25.19758 -10.63598
H -3.16485 -24.44856 -10.25556
C -9.53007 -20.12049 -18.50459
C -10.92911 -19.91109 -18.10498
C -11.02725 -18.41802 -18.01694
O -9.69358 -18.02400 -17.55315
C -8.74394 -18.88089 -18.16318
H -9.54774 -20.24040 -19.58783
H -9.28223 -21.01294 -17.92995
H -11.14119 -20.33408 -17.12304
H -11.67326 -20.33026 -18.78221
H -11.81277 -18.03553 -17.36521
H -11.37440 -17.96420 -18.94518
H -7.83533 -19.16335 -17.63144
H -8.43662 -18.33996 -19.05819
C -4.91280 -23.25971 -16.39074
C -6.19572 -23.63775 -17.10402
C -6.24070 -22.91399 -18.34131
O -4.93682 -22.52607 -18.74406
C -4.28380 -22.34137 -17.46216
H -4.19673 -24.06452 -16.22463
H -5.16922 -22.85798 -15.41045
H -7.00350 -23.32124 -16.44415
H -6.28133 -24.71792 -17.22241
H -6.91060 -22.05553 -18.29251
H -6.57116 -23.59077 -19.12926
H -4.49609 -21.30669 -17.19294
H -3.20289 -22.47026 -17.51815
C -0.16652 -22.19821 -17.86239
C -0.48921 -22.06038 -19.37754
C -1.07178 -20.63979 -19.41457
O -1.64300 -20.51095 -18.12807
C -0.73671 -20.91923 -17.12651
H 0.90733 -22.23508 -17.67910
H -0.57112 -23.08815 -17.38030
H -1.29818 -22.76398 -19.57401
H 0.26705 -22.30052 -20.12487
H -1.82220 -20.55249 -20.20028
H -0.35176 -19.84370 -19.60409
H -1.16018 -21.25530 -16.18003
H 0.00002 -20.15187 -16.88883
```

Charge: -1
Electronic energy (a.u.): -1426.592611
Gap between HOMO and LUMO (spin up / spin down) (eV): 1.75 / 9.15
E_LUMO (spin up / spin down) (eV): 2.5825 / 2.5124
Spin multiplicity: 2

=====

(3)
Density functional theory data (the ωB97M-V functional and the def2-TZVPD basis) for a single C7H8N4S molecule in a non-equilibrium geometry.

```
20
C7H8N4S the ωB97M-V functional and the def2-TZVPD basis
C 3.52928 -0.17947 -0.94977
C 0.92353 0.44259 -0.44402
C -0.18374 -1.14813 0.70196
C -0.22782 -2.42101 1.42593
C -3.29522 0.33360 0.71266
C -2.55435 1.30631 0.05810
C -1.24562 0.83734 0.05373
H 3.15594 -1.17574 -1.29724
H 3.73048 -0.25029 0.09864
H 4.43269 0.10749 -1.54319
H -0.98732 -3.23510 1.10079
H 0.79769 -2.79146 1.37547
H -0.50794 -2.23894 2.45130
H -4.35571 0.22594 0.83316
H -2.95370 2.13704 -0.44237
N 0.94184 -0.74882 0.18024
N -1.31693 -0.40237 0.65286
N -2.57395 -0.74809 1.02780
N -0.11381 1.26990 -0.51115
S 2.27822 1.03745 -1.33602
```

Charge: 0
SMILES: CSc1nc(C)n2nccc2n1
Electronic energy (a.u.): -888.742323
Energy above the lowest of the compared OMol25 structures with the same formula, charge and spin (eV): 0.000
Gap between HOMO and LUMO (eV): 8.49
E_LUMO (eV): 0.2823

=====

(4)
Density functional theory data (the ωB97M-V functional and the def2-TZVPD basis) for a molecular structure, C32H24AsCeN4O2PS6 in a non-equilibrium geometry.

```
71
C32H24AsCeN4O2PS6 the ωB97M-V functional and the def2-TZVPD basis
Ce -1.37006 1.07323 -0.30102
S -2.19214 2.44775 -2.44010
As -4.20444 1.42830 -2.53125
S -5.53701 2.49449 -1.28160
S -3.33607 -0.27417 -1.18344
S -4.56165 0.60417 -4.38410
N 5.05011 -2.40484 7.72664
C 4.40119 -2.10732 6.79069
C 3.62005 -1.63568 5.70591
C 2.25364 -1.41867 5.95233
C 1.42436 -1.00255 4.90760
C 1.92729 -0.73353 3.66779
C 3.27006 -0.90666 3.43728
C 4.12172 -1.39517 4.43111
C 1.04501 -0.21286 2.59299
C 0.36677 -1.16717 1.83418
C 0.56252 -2.59789 1.91488
C -0.28199 -3.13829 0.97246
C -0.96142 -2.04877 0.38161
N -0.59286 -0.86850 0.86904
C 0.92386 1.17721 2.49912
C 1.61541 2.09382 3.33051
C 1.23872 3.35547 2.88539
C 0.35748 3.15371 1.81999
N 0.14449 1.88327 1.58572
H 1.79369 -1.53894 6.93137
H 0.38419 -0.79835 5.11455
H 3.65881 -0.69513 2.44574
H 5.14629 -1.57911 4.13652
H 1.30671 -3.04521 2.55549
H -0.44815 -4.21219 0.69008
H -1.76188 -2.12416 -0.38241
H 2.33229 1.90787 4.10856
H 1.62653 4.27788 3.27562
H -0.05644 3.92869 1.19972
S 3.28303 -1.64094 -2.70849
P 1.65397 -0.54512 -2.94444
S 1.17176 0.61653 -1.37470
C 1.85110 0.48984 -4.40463
C 2.55425 -0.02302 -5.52033
C 2.78817 0.77753 -6.61432
C 2.34630 2.10232 -6.63263
C 1.69173 2.60924 -5.55785
C 1.40327 1.81485 -4.43839
C 0.26257 -1.61361 -3.37436
C -0.89513 -1.11643 -3.92477
C -1.95802 -1.96496 -4.21817
C -1.86504 -3.32600 -3.97312
C -0.70690 -3.82600 -3.41979
C 0.35308 -2.97118 -3.11991
H 2.96495 -0.99295 -5.43634
H 3.33869 0.40126 -7.45315
H 2.65298 2.71797 -7.47434
H 1.33551 3.62173 -5.57094
H 0.83646 2.21972 -3.58923
H -1.04842 -0.03192 -4.02662
H -2.87751 -1.51877 -4.56369
H -2.69841 -4.01366 -4.16606
H -0.62060 -4.87832 -3.21077
H 1.25709 -3.37731 -2.68350
O -3.75748 -0.70152 2.96623
C -3.66717 0.47437 2.66464
C -4.48301 1.56319 3.39234
C -4.01403 2.87906 2.70553
C -3.02600 2.36905 1.64940
O -2.40333 3.05394 0.84319
N -2.87902 1.05679 1.67594
H -4.31057 1.50689 4.48131
H -5.53916 1.37810 3.24146
H -3.44471 3.56344 3.33169
H -4.81748 3.40520 2.18982
```

Charge: -2
Electronic energy (a.u.): -7045.042495
Energy above the lowest of the compared OMol25 structures with the same formula, charge and spin (eV): 0.000
Gap between HOMO and LUMO (eV): 6.04
E_LUMO (eV): 3.3385